Record 1
Entry from OMol25: a cluster of 2 separate species, C4H14N in total (the ωB97M-V functional and the def2-TZVPD basis).

For the energy above the lowest of the compared OMol25 structures with the same formula, charge and spin, the calculation gives 34.0 kcal/mol. The charge is +1. The calculation puts the highest occupied orbital energy at -14.59 eV.

Each line ends with the natural charge from an NBO analysis.
Atoms and positions in Å:
C -2.58 0.49 -0.39  -0.621
C -1.84 1.75 0.35  -0.602
H -2.69 -0.46 0.14  0.218
H -3.58 0.94 -0.73  0.231
H -2.02 0.31 -1.28  0.187
H -0.79 1.61 -0.13  0.136
H -1.71 1.59 1.45  0.218
H -2.20 2.75 0.06  0.237
C 1.38 -1.01 -0.47  -0.228
C 1.20 -1.76 0.74  -0.676
N 2.10 0.27 -0.25  -0.696
H 1.94 -1.54 -1.34  0.241
H 0.42 -0.73 -0.87  0.233
H 2.12 -2.23 1.21  0.238
H 0.57 -2.66 0.54  0.277
H 2.97 0.10 0.31  0.449
H 2.37 0.82 -1.19  0.468
H 1.55 0.99 0.28  0.453
H 0.80 -1.25 1.57  0.238

Record 2
Entry from OMol25: a cluster of 2 separate species, C4H14N in total (the ωB97M-V functional and the def2-TZVPD basis).

For the energy above the lowest of the compared OMol25 structures with the same formula, charge and spin, the calculation gives 28.4 kcal/mol. The charge is +1. The calculation puts the highest occupied orbital energy at -14.87 eV.

Each line ends with the natural charge from an NBO analysis.
Atoms and positions in Å:
C -1.07 -2.16 -0.48  -0.452
N -0.48 -1.86 0.86  -0.664
H -0.40 -1.69 -1.19  0.263
H -0.97 -3.21 -0.77  0.247
H -2.16 -2.14 -0.37  0.260
H -1.03 -2.19 1.65  0.442
H -0.35 -0.86 0.99  0.455
H 0.42 -2.31 0.99  0.444
C -0.13 1.04 -1.20  -0.653
C 0.11 1.70 0.18  -0.428
C 1.63 1.67 0.57  -0.595
H -0.27 1.89 -1.87  0.246
H -1.04 0.45 -1.32  0.201
H 0.71 0.48 -1.60  0.206
H -0.48 1.43 1.06  0.183
H -0.07 2.77 0.03  0.229
H 1.82 2.11 1.54  0.224
H 1.95 0.63 0.62  0.170
H 2.15 2.22 -0.21  0.223

Record 3
Entry from OMol25: a cluster of 2 separate species, C4H14N in total (the ωB97M-V functional and the def2-TZVPD basis).

For the energy above the lowest of the compared OMol25 structures with the same formula, charge and spin, the calculation gives 20.0 kcal/mol. The charge is +1. The calculation puts the highest occupied orbital energy at -14.41 eV.

Each line ends with the natural charge from an NBO analysis.
Atoms and positions in Å:
C 2.47 0.86 1.51  -0.408
N 2.47 0.99 -0.01  -0.674
H 1.57 1.40 1.81  0.246
H 3.42 1.13 1.94  0.251
H 2.35 -0.21 1.67  0.236
H 1.57 0.62 -0.34  0.448
H 2.56 1.96 -0.30  0.448
H 3.15 0.39 -0.48  0.446
C -0.93 -0.37 0.45  -0.599
C -1.39 -0.86 -0.97  -0.390
C -2.89 -0.81 -1.17  -0.624
H 0.16 -0.37 0.52  0.132
H -1.35 0.64 0.64  0.212
H -1.41 -1.01 1.20  0.232
H -0.79 -0.23 -1.62  0.176
H -1.07 -1.89 -1.17  0.209
H -3.07 -0.60 -2.23  0.227
H -3.35 0.05 -0.64  0.205
H -3.48 -1.67 -0.83  0.227

Number 1: Kohn-Sham gap 10.65 eV. Number 2: Kohn-Sham gap 10.98 eV. Number 3: Kohn-Sham gap 10.45 eV.